24
Properties=species:S:1:pos:R:3 method="wB97M-V/def2-TZVPD" spin_multiplicity=2 gap_ha="0.3801 / 0.2034" fmax_ev_per_a=6.492 homo_energy_ev="-13.479 / -13.361" total_charge=+1
O 2.03875 -0.93268 -1.69815
H -2.25904 0.07169 -0.13411
H 0.07684 2.43643 1.64465
H 1.34551 -1.64180 2.01662
H 0.61318 -3.23611 2.07123
N -0.16530 -0.55313 0.06339
C -1.31296 -0.09236 -0.69566
C -0.69361 1.16942 -1.31328
C 0.34409 2.55487 0.58690
H 0.33419 1.15789 -1.74201
H 0.74894 3.65122 0.20291
C -0.12537 -1.92945 0.31515
H -0.48006 -1.86743 2.58876
N -0.76122 2.39893 -0.41711
H -0.10778 -0.01551 0.86375
H 1.03251 1.69242 0.35688
H -1.68977 2.62301 -0.13748
H 2.83507 -0.40474 -1.81373
H -1.54006 -0.67821 -1.60796
H 1.49478 -0.69746 -0.91944
H 0.34692 -2.63988 -0.42497
H -1.17339 -2.43463 0.47891
C 0.37225 -2.14905 1.90878
H -1.27448 1.51656 -2.19401

14
Properties=species:S:1:pos:R:3 method="wB97M-V/def2-TZVPD" gap_ha="0.2808 / 0.2839" fmax_ev_per_a=3.562 homo_energy_ev="-14.653 / -14.415" total_charge=+1
N -0.80152 0.35926 0.43812
H -1.55850 -1.39117 1.59577
N 0.45415 -1.44424 1.24026
H 1.64449 0.42912 -2.06966
Br -2.56078 -0.39353 -1.15927
C 0.89280 1.00412 -1.33809
H -0.57884 -0.15798 2.61853
H 1.69472 -1.50838 -0.50109
H 1.28992 2.05896 -0.98336
H -1.16262 1.28010 0.75451
N 0.34891 0.18953 -0.28518
C 0.94596 -1.00164 0.15765
C -0.63500 -0.63510 1.60264
H 0.02629 1.21096 -2.07082

47
Properties=species:S:1:pos:R:3 method="wB97M-V/def2-TZVPD" gap_ha=0.1755 fmax_ev_per_a=3.800 homo_energy_ev=-6.402
H -0.75960 1.66590 -0.62790
O -5.25458 1.72846 -1.47797
H 0.38793 1.29645 -2.35158
H -1.79261 -2.24564 2.20355
H 6.23490 2.17564 -1.50228
H -2.91079 2.93154 -0.86769
C 1.99943 -1.38968 -0.94596
C 3.13853 0.01896 2.65889
C -2.84949 1.86061 -1.03736
H -2.81855 -2.01766 -1.67189
H -6.96972 0.63305 -1.00282
C -4.02429 1.15888 -1.36307
H -5.79271 -1.38320 -1.12561
N -0.37088 -1.59045 3.69002
C 1.19914 0.67990 -1.96458
C 1.84377 -0.59324 4.46829
C -1.67418 1.15627 -0.93406
O 4.83193 0.75240 -1.41399
H 1.78898 -2.35534 -0.49187
H 0.74789 -1.14042 6.10448
H 4.64747 2.79503 -0.93267
N 1.61537 -0.73192 5.78400
H -0.51913 -2.03446 -0.70240
H 2.31871 -0.43766 6.44534
C -5.42255 -0.66876 -1.86835
C 2.50241 1.13030 -2.08104
C -4.01647 -0.24199 -1.58471
H -5.51621 -1.12875 -2.85646
C -6.21160 0.64281 -1.79619
C 0.84635 -1.02673 3.53705
N 0.06061 -1.44288 1.43148
C -0.41226 -0.98948 -0.99698
H 2.71624 2.12004 -2.49420
N 2.26675 -0.38350 1.70270
C -2.83121 -0.94160 -1.49367
C 3.55982 0.31810 -1.60026
C -0.81814 -1.81080 2.40905
C -1.61913 -0.25538 -1.17494
C 3.29063 -1.00737 -1.17350
C 1.12914 -0.91358 2.10302
H 4.13296 -1.64503 -0.91042
C 0.89651 -0.55386 -1.31007
H 4.90428 2.43649 -2.68224
H 4.07283 0.46341 2.30483
C 5.15507 2.13794 -1.65456
N 2.98436 -0.07054 3.99965
H -6.68790 0.89778 -2.75109

72
Properties=species:S:1:pos:R:3 method="wB97M-V/def2-TZVPD" spin_multiplicity=2 gap_ha="0.1680 / 0.2747" fmax_ev_per_a=3.627 homo_energy_ev="-8.398 / -11.532" total_charge=+1
C 2.45752 -5.42056 2.03826
O -0.65166 1.47670 -3.91007
H 3.45567 2.27884 -0.25539
C 0.14992 2.05066 -4.93520
H -3.41242 -0.45802 0.48341
H 1.27541 -2.63719 -3.98288
H 1.90779 -0.43995 0.00587
C 2.71929 2.53178 -1.01819
H 1.08151 -0.05467 1.52352
H -4.64834 0.75472 -0.10678
C -4.45602 -0.14339 0.48016
C 2.03588 -0.34489 1.08414
O 1.14121 2.71900 2.09027
O 2.51626 -4.00129 2.14923
O -1.49962 -2.38970 1.71241
H 0.86707 1.39947 -5.43494
O -2.12015 1.08724 -1.30058
S -0.88680 0.76155 -0.63985
H 1.76356 2.78068 -0.55698
O -1.21236 0.11729 2.57713
O 0.97768 -3.41210 0.23007
H 1.69561 1.19067 -1.79600
H 3.29738 -5.89065 1.52665
O 2.62560 1.42552 -1.83553
H -4.03694 3.00986 1.02053
O 0.18491 0.68699 -1.61273
O 3.64077 -3.29746 0.06412
H 1.51460 -5.83887 1.68608
H 2.52138 -5.85626 3.03536
H -1.36250 -1.44320 1.79570
O -5.12656 -1.25124 -0.06751
O -0.49885 1.66437 0.41871
C -3.43232 3.56179 0.30088
O 0.69392 -1.69731 -2.26600
H -4.77233 0.12777 1.48739
H -1.09908 -3.95742 3.03670
H 0.57733 -0.78975 -1.97558
H -0.00553 -2.57957 3.17736
H -0.00158 -1.40113 -4.14762
H 0.77200 2.74195 -4.36667
H -1.09139 0.66530 1.79824
H -3.91810 4.53658 0.25723
P 2.26842 -3.06719 0.90435
H 0.19621 4.55728 2.28890
H 3.63152 -3.36497 -1.94439
H 3.32776 -1.77139 -1.27307
H -1.62237 -2.54393 3.86719
O 2.43803 -1.58180 1.64271
H -0.49439 2.48732 -5.69828
Ca -2.94625 1.22014 -3.34495
Ca -1.08419 -2.67204 -0.64601
H -2.79972 1.41083 2.76803
O -2.11386 3.78673 0.80263
H -2.60616 0.36119 4.16449
C 3.92390 -2.67587 -1.15208
H 4.99057 -2.46100 -1.21648
H -1.49656 1.69212 3.89623
O -1.07082 -0.57356 -0.13046
C -1.04188 -2.86941 3.00394
H -3.44730 3.04203 -0.65710
H 1.22554 4.41526 0.90244
H 2.71175 0.47738 1.31904
H -0.19209 1.31177 -3.08351
C 1.13431 4.11958 1.94759
H 1.63383 -0.94060 -4.06919
H 0.44238 2.34221 1.55058
H -1.66130 2.94209 0.74458
H 3.07215 3.42600 -1.53196
C 0.93146 -1.65907 -3.64661
C -2.06258 0.90771 3.39381
H -4.92692 -1.16036 -1.00211
H 1.99875 4.57713 2.42872